{
  "formula": "C21H37ClN3O4Y",
  "method": "ωB97M-V with the def2-TZVPD basis set",
  "symbols": ["O", "C", "C", "C", "H", "C", "H", "C", "H", "C", "H", "C", "H", "H", "C", "C", "H", "H", "H", "C", "C", "H", "H", "H", "H", "Y", "Cl", "C", "O", "N", "C", "C", "H", "H", "H", "H", "H", "H", "H", "H", "H", "C", "C", "N", "H", "C", "O", "H", "H", "H", "H", "H", "H", "C", "C", "N", "H", "C", "O", "H", "H", "H", "H", "C", "H", "H", "H"],
  "positions_angstrom": [[-1.134, 0.566, 0.616], [-1.828, 1.535, -0.068], [-3.139, 0.935, -0.549], [-3.325, -0.442, -0.659], [-2.509, -1.117, -0.398], [-4.543, -0.948, -1.112], [-4.666, -2.033, -1.197], [-5.566, -0.055, -1.453], [-6.518, -0.445, -1.812], [-5.381, 1.334, -1.334], [-6.177, 2.035, -1.595], [-4.159, 1.821, -0.878], [-3.938, 2.887, -0.775], [-2.037, 2.382, 0.615], [0.120, 3.055, -0.727], [-0.995, 2.166, -1.220], [0.466, 3.770, -1.482], [1.000, 2.463, -0.454], [-0.180, 3.586, 0.188], [-1.189, 1.834, -2.483], [-0.398, 2.253, -3.700], [-1.975, 1.108, -2.752], [-1.024, 2.787, -4.426], [-0.010, 1.388, -4.253], [0.447, 2.900, -3.447], [0.658, -0.411, -0.009], [1.570, 0.522, -2.349], [3.047, -1.624, -1.301], [2.714, -1.273, -0.134], [4.194, -2.200, -1.581], [5.208, -2.190, -0.545], [4.394, -2.953, -2.810], [2.402, -1.410, -2.163], [4.788, -1.669, 0.315], [6.083, -1.656, -0.920], [5.473, -3.216, -0.281], [3.437, -2.986, -3.348], [4.721, -3.978, -2.571], [5.146, -2.460, -3.443], [-3.302, -2.700, 3.170], [-1.300, -4.485, 2.541], [-2.849, -2.166, 2.322], [-0.960, -3.726, 1.829], [-1.413, -2.412, 2.270], [-3.019, -1.087, 2.422], [-0.539, -1.456, 2.576], [0.663, -1.461, 2.155], [0.130, -3.734, 1.770], [-0.932, -0.599, 3.148], [-3.327, -2.518, 1.397], [-1.384, -3.957, 0.847], [4.083, 2.758, 2.887], [2.299, 2.731, 4.997], [3.198, 3.152, 2.377], [1.532, 2.940, 4.236], [1.986, 2.546, 2.910], [3.264, 2.920, 1.315], [1.340, 1.631, 2.207], [1.802, 1.162, 1.120], [0.626, 2.371, 4.476], [0.362, 1.300, 2.585], [3.146, 4.232, 2.537], [1.302, 4.015, 4.258], [-0.383, -2.210, -1.276], [-0.650, -1.811, -2.273], [-1.262, -2.727, -0.869], [0.409, -2.969, -1.441]],
  "lowdin_charge": [-0.35, -0.40, -0.19, -0.05, 0.06, -0.08, 0.10, -0.10, 0.09, -0.09, 0.10, -0.05, 0.12, 0.14, -0.07, -0.29, 0.08, 0.02, 0.08, -0.16, -0.17, 0.12, 0.07, 0.04, 0.04, 1.28, 0.17, -0.40, -0.18, -0.17, -0.02, -0.02, 0.00, 0.09, 0.10, 0.09, 0.10, 0.09, 0.09, 0.09, 0.09, -0.03, -0.03, -0.16, 0.10, -0.29, -0.12, 0.10, 0.14, 0.09, 0.08, 0.10, 0.10, -0.01, -0.03, -0.17, 0.10, -0.25, -0.16, 0.09, 0.13, 0.10, 0.10, -0.29, -0.04, -0.07, -0.05],
  "largest_force_ev_per_a": 3.0,
  "e_tot_ha": -1786.23952,
  "charge": 0
}

{
  "formula": "C12H24Cl6O9",
  "method": "ωB97M-V with the def2-TZVPD basis set",
  "symbols": ["C", "Cl", "Cl", "H", "H", "C", "Cl", "Cl", "H", "H", "C", "Cl", "Cl", "H", "H", "C", "O", "C", "O", "O", "C", "H", "H", "H", "H", "H", "H", "C", "O", "C", "O", "O", "C", "H", "H", "H", "H", "H", "H", "C", "O", "C", "O", "O", "C", "H", "H", "H", "H", "H", "H"],
  "positions_angstrom": [[1.010, 1.410, 4.010], [1.057, 1.848, 2.267], [2.557, 1.799, 4.855], [0.135, 1.857, 4.482], [0.941, 0.322, 4.004], [-0.564, 2.404, -1.338], [1.009, 3.015, -0.770], [-0.452, 0.729, -1.951], [-1.227, 2.453, -0.474], [-0.978, 3.089, -2.078], [-1.742, -0.531, 1.362], [-1.012, -1.236, 2.836], [-2.533, 1.031, 1.584], [-0.848, -0.423, 0.747], [-2.465, -1.239, 0.957], [-4.613, 1.891, -4.080], [-4.877, 1.746, -2.653], [-4.300, 2.582, -1.765], [-3.463, 3.426, -2.020], [-4.992, 2.442, -0.562], [-4.691, 3.233, 0.546], [-5.232, 1.285, -4.741], [-3.585, 1.750, -4.414], [-4.801, 2.940, -4.310], [-3.619, 3.400, 0.657], [-4.921, 2.665, 1.448], [-5.223, 4.181, 0.465], [2.347, -2.499, -2.321], [0.957, -2.746, -2.457], [0.099, -2.949, -1.411], [0.393, -2.799, -0.249], [-1.115, -3.409, -1.866], [-1.380, -3.716, -3.255], [2.445, -1.451, -2.037], [2.871, -2.656, -3.264], [2.811, -3.136, -1.567], [-2.360, -4.190, -3.309], [-0.724, -4.494, -3.643], [-1.334, -2.894, -3.970], [2.594, -1.270, 1.236], [3.525, -1.686, 2.226], [4.711, -1.030, 2.412], [5.174, -0.173, 1.655], [5.203, -1.382, 3.536], [6.351, -0.688, 4.001], [2.494, -0.187, 1.175], [1.610, -1.700, 1.423], [2.836, -1.621, 0.233], [7.009, -0.346, 3.202], [6.914, -1.281, 4.722], [5.997, 0.233, 4.464]],
  "lowdin_charge": [-0.96, 0.48, 0.49, 0.04, -0.03, -1.00, 0.50, 0.53, -0.02, 0.02, -0.98, 0.54, 0.59, -0.02, 0.04, -0.02, -0.01, -0.52, 0.11, -0.04, -0.12, 0.09, 0.09, 0.09, 0.06, 0.08, 0.10, -0.04, -0.05, -0.53, 0.12, -0.01, -0.04, 0.09, 0.10, 0.10, 0.09, 0.09, 0.09, -0.06, 0.00, -0.60, 0.09, 0.03, -0.03, 0.05, 0.05, 0.06, 0.09, 0.10, 0.10],
  "largest_force_ev_per_a": 4.5,
  "e_tot_ha": -3909.91451,
  "charge": 0,
  "e_above_lowest_kcal_mol": 0.0,
  "smiles": "COC(=O)OC.COC(=O)OC.COC(=O)OC.ClCCl.ClCCl.ClCCl"
}

{
  "formula": "C2H2O2",
  "method": "ωB97M-V with the def2-TZVPD basis set",
  "symbols": ["C", "C", "O", "O", "H", "H"],
  "positions_angstrom": [[0.386, 0.466, -1.938], [-0.108, -0.608, -0.850], [-1.111, 0.104, 1.153], [-0.703, -0.977, 0.105], [1.371, 0.519, -1.931], [-1.764, -0.436, 1.629]],
  "lowdin_charge": [0.17, -0.12, -0.01, -0.01, -0.11, 0.08],
  "largest_force_ev_per_a": 10.2,
  "e_tot_ha": -227.57281,
  "charge": 0,
  "e_above_lowest_kcal_mol": 172.6,
  "smiles": "C#COO"
}